(1)
C34H32BrCoO2Sb | ωB97M-V/def2-TZVPD

Structure (ORCA input):
```
! RIJCOSX wB97M-V def2-TZVPD def2/J DEFGRID3
* xyz -2 2
Co 0.053 0.534 0.526
C 1.724 0.551 2.062
C 2.312 0.923 0.826
C 1.696 2.120 0.376
C 0.696 2.467 1.312
C 0.710 1.486 2.353
H 1.911 -0.364 2.603
H 3.093 0.381 0.311
H 1.913 2.642 -0.546
H -0.008 3.281 1.221
H 0.033 1.449 3.192
C 2.544 0.832 -5.069
C 1.557 1.916 -4.723
C 1.666 3.155 -5.353
C 0.791 4.195 -5.068
C -0.206 4.002 -4.124
C -0.324 2.769 -3.494
C 0.531 1.704 -3.792
Sb 0.119 -0.017 -2.493
C 0.963 -1.746 -3.629
C 0.268 -2.478 -4.591
C 0.743 -3.688 -5.088
C 1.936 -4.201 -4.608
C 2.630 -3.501 -3.630
C 2.160 -2.290 -3.128
C 2.922 -1.615 -2.014
C -1.857 -0.383 -3.330
C -2.727 -0.920 -2.380
C -4.019 -1.306 -2.716
C -4.471 -1.129 -4.013
C -3.621 -0.578 -4.962
C -2.312 -0.207 -4.646
C -1.461 0.369 -5.750
H 3.252 1.176 -5.826
H 2.043 -0.064 -5.440
H 3.113 0.520 -4.190
H 2.456 3.306 -6.083
H 0.897 5.149 -5.571
H -0.889 4.806 -3.873
H -1.101 2.628 -2.747
H -0.688 -2.114 -4.951
H 0.172 -4.230 -5.835
H 2.317 -5.148 -4.973
H 3.551 -3.914 -3.229
H 3.831 -2.171 -1.775
H 2.304 -1.549 -1.114
H 3.209 -0.592 -2.273
H -2.387 -0.984 -1.351
H -4.668 -1.732 -1.959
H -5.480 -1.415 -4.291
H -3.973 -0.438 -5.981
H -1.879 0.108 -6.725
H -0.439 -0.005 -5.703
H -1.404 1.458 -5.683
C -1.771 0.787 0.362
H -2.452 -0.059 0.573
H -2.249 1.711 0.733
Br 0.189 -8.045 0.652
C -0.216 -6.340 -0.131
C -0.842 -6.317 -1.366
C -1.134 -5.080 -1.926
C -0.797 -3.910 -1.261
C -0.163 -3.953 -0.026
C 0.128 -5.187 0.547
C 0.244 -2.664 0.711
O 0.738 -2.801 1.835
O 0.043 -1.614 0.040
H -1.092 -7.239 -1.873
H -1.616 -5.031 -2.895
H -1.018 -2.943 -1.690
H 0.619 -5.200 1.511
*
```

Computed properties:
* total energy: -5662.202063 Ha
* energy relative to the best compared isomer or geometry (same formula, charge and spin): 1.5187 eV
* max |F|: 0.538 eV/Å
* <S²>: 1.187
* Kohn-Sham gap (spin up / spin down): 2.9691 / 3.4057 eV

(2)
C34H32Cl76N3OP2 | ωB97M-V/def2-TZVPD

Structure (ORCA input):
```
! RIJCOSX wB97M-V def2-TZVPD def2/J DEFGRID3
* xyz -1 1
C 1.634 2.340 5.116
C 1.026 2.380 3.691
O 1.412 1.232 3.022
P 1.108 0.996 1.323
C 2.100 2.635 0.799
C 3.552 2.640 1.086
C 4.454 2.545 0.059
C 5.788 2.556 0.274
C 6.323 2.680 1.537
C 5.413 2.785 2.559
C 4.083 2.771 2.332
C -0.568 1.946 1.288
C -1.748 1.321 2.039
N -2.562 2.445 2.569
N -1.474 0.462 3.176
N -2.604 0.564 1.077
P 2.964 -0.352 1.301
C 2.593 -1.583 2.649
C 3.287 -1.247 3.976
C 2.667 -1.365 -0.228
C 3.458 -0.854 -1.427
H 2.477 3.020 5.222
H 0.896 2.647 5.855
H 1.940 1.334 5.375
H -0.046 2.485 3.870
H 1.355 3.340 3.279
H 0.371 -0.244 1.572
H 0.972 0.715 -0.105
H 2.012 2.691 -0.284
H 1.623 3.540 1.174
H 4.098 2.441 -0.954
H 6.449 2.481 -0.570
H 7.365 2.697 1.746
H 5.791 2.902 3.557
H 3.442 2.879 3.191
H -0.860 1.914 0.239
H -0.473 3.012 1.478
H -3.505 2.132 2.744
H -2.537 3.208 1.908
H -1.709 -0.503 2.992
H -2.034 0.753 3.964
H -3.431 0.265 1.590
H -2.944 1.264 0.424
H 1.515 -1.702 2.764
H 2.966 -2.534 2.270
H 2.549 -0.873 4.678
H 3.657 -2.179 4.407
H 4.124 -0.570 3.846
H 2.956 -2.393 -0.017
H 1.597 -1.328 -0.447
H 2.990 0.052 -1.805
H 3.361 -1.587 -2.232
H 4.516 -0.730 -1.228
C -6.960 3.758 0.566
Cl -6.491 3.938 2.255
Cl -7.844 2.242 0.356
Cl -7.998 5.114 0.116
Cl -5.528 3.760 -0.474
C -6.336 -1.465 1.701
Cl -6.641 0.064 2.538
Cl -7.017 -2.794 2.650
Cl -7.121 -1.416 0.120
Cl -4.607 -1.756 1.484
C -7.822 -4.427 -2.417
Cl -8.410 -2.859 -2.986
Cl -7.712 -5.546 -3.785
Cl -6.227 -4.238 -1.700
Cl -8.944 -5.074 -1.219
C 9.799 4.214 -0.685
Cl 11.110 4.524 0.463
Cl 8.265 4.066 0.180
Cl 9.713 5.560 -1.843
Cl 10.120 2.708 -1.551
C -5.595 8.309 -0.368
Cl -7.356 8.170 -0.447
Cl -4.997 7.387 1.012
Cl -4.895 7.669 -1.854
Cl -5.146 10.008 -0.185
C -3.138 5.345 -4.353
Cl -2.309 4.223 -5.441
Cl -3.474 4.546 -2.814
Cl -2.135 6.771 -4.096
Cl -4.671 5.840 -5.083
C -7.706 -8.638 -6.489
Cl -8.554 -8.851 -4.954
Cl -6.188 -7.777 -6.209
Cl -7.363 -10.219 -7.196
Cl -8.714 -7.701 -7.592
C -3.275 -7.471 -2.285
Cl -3.555 -5.937 -1.466
Cl -3.933 -8.793 -1.314
Cl -4.087 -7.443 -3.856
Cl -1.540 -7.707 -2.504
C -0.578 0.279 7.967
Cl -0.559 1.801 8.870
Cl -1.473 -0.938 8.893
Cl -1.366 0.529 6.411
Cl 1.075 -0.279 7.721
C -12.608 -6.510 -2.762
Cl -13.553 -5.212 -3.499
Cl -12.572 -6.288 -1.009
Cl -13.352 -8.068 -3.142
Cl -10.963 -6.470 -3.391
C 8.454 1.152 5.727
Cl 8.369 2.661 6.649
Cl 7.579 -0.113 6.588
Cl 7.709 1.374 4.150
Cl 10.152 0.679 5.532
C 5.944 -0.574 10.143
Cl 5.628 1.097 9.673
Cl 5.865 -1.610 8.719
Cl 7.554 -0.690 10.864
Cl 4.733 -1.097 11.319
C -5.906 6.596 -9.079
Cl -4.500 5.784 -8.396
Cl -5.405 7.620 -10.429
Cl -7.064 5.391 -9.653
Cl -6.666 7.595 -7.835
C 1.345 -4.219 -2.975
Cl 1.513 -3.578 -4.615
Cl 0.180 -5.559 -2.982
Cl 2.912 -4.815 -2.412
Cl 0.775 -2.952 -1.900
C 2.173 6.767 -4.790
Cl 0.878 5.569 -4.852
Cl 1.726 8.051 -3.663
Cl 3.669 6.008 -4.257
Cl 2.409 7.456 -6.405
C 7.610 -4.168 6.152
Cl 8.190 -5.438 5.067
Cl 6.946 -4.907 7.615
Cl 8.956 -3.108 6.588
Cl 6.352 -3.234 5.343
C -9.306 -4.902 -10.627
Cl -7.981 -4.404 -9.573
Cl -10.801 -4.993 -9.690
Cl -9.495 -3.725 -11.930
Cl -8.950 -6.490 -11.318
C 1.651 -9.805 -0.798
Cl 1.611 -8.113 -1.287
Cl 1.269 -10.827 -2.190
Cl 3.260 -10.211 -0.194
Cl 0.457 -10.079 0.475
C 13.408 4.170 -4.361
Cl 14.348 5.388 -5.237
Cl 14.467 3.308 -3.239
Cl 12.109 4.950 -3.461
Cl 12.719 3.022 -5.515
*
```

Computed properties:
* total energy: -37211.225157 Ha
* max |F|: 2.036 eV/Å
* Kohn-Sham gap: 4.2829 eV

(3)
C34H32CoN3O6P2S2 | ωB97M-V/def2-TZVPD

Structure (ORCA input):
```
! RIJCOSX wB97M-V def2-TZVPD def2/J DEFGRID3
* xyz 1 4
Co 1.814 -0.619 0.200
C 6.632 -2.483 -0.251
O 5.492 -2.054 -1.002
C 4.299 -1.992 -0.449
O 3.373 -1.450 -1.033
N 4.121 -2.565 0.771
N 2.856 -2.427 1.337
H 7.495 -2.147 -0.815
H 6.661 -3.570 -0.167
H 6.651 -2.021 0.737
H 4.809 -3.155 1.205
H 2.919 -2.184 2.315
H 2.290 -3.259 1.207
O 0.170 0.716 0.038
P -1.313 0.899 0.091
C -2.047 -0.652 0.763
P -1.179 -2.129 0.090
O 0.295 -2.068 0.375
C -1.887 -3.532 0.972
C -1.743 -3.517 2.360
C -2.206 -4.578 3.117
C -2.809 -5.661 2.488
C -2.930 -5.690 1.107
C -2.468 -4.627 0.344
C -1.518 -2.271 -1.665
C -2.815 -2.471 -2.133
C -3.039 -2.603 -3.492
C -1.973 -2.533 -4.380
C -0.682 -2.332 -3.914
C -0.451 -2.202 -2.555
C -1.760 2.181 1.275
C -2.707 3.162 1.004
C -3.022 4.098 1.978
C -2.390 4.058 3.212
C -1.432 3.087 3.477
C -1.114 2.148 2.510
C -2.086 1.297 -1.483
C -1.261 1.708 -2.525
C -1.822 2.058 -3.744
C -3.196 2.004 -3.921
C -4.020 1.611 -2.874
C -3.469 1.257 -1.655
H -3.125 -0.708 0.610
H -1.837 -0.629 1.835
H -1.256 -2.674 2.838
H -2.096 -4.563 4.193
H -3.184 -6.486 3.079
H -3.379 -6.545 0.620
H -2.560 -4.652 -0.735
H -3.641 -2.530 -1.433
H -4.045 -2.759 -3.860
H -2.153 -2.637 -5.442
H 0.145 -2.279 -4.610
H 0.553 -2.052 -2.177
H -3.185 3.204 0.033
H -3.761 4.860 1.769
H -2.639 4.792 3.967
H -0.934 3.062 4.437
H -0.349 1.402 2.698
H -0.193 1.772 -2.363
H -1.182 2.385 -4.554
H -3.635 2.278 -4.872
H -5.094 1.586 -3.006
H -4.122 0.970 -0.837
O 4.206 2.318 -1.913
S 2.999 2.429 -1.160
O 1.761 2.553 -1.873
N 2.866 1.164 -0.053
C 2.767 1.630 1.170
S 2.343 0.545 2.395
C 2.964 3.076 1.329
C 3.000 3.815 2.499
C 3.219 5.183 2.398
C 3.387 5.789 1.158
C 3.338 5.047 -0.018
C 3.125 3.692 0.097
H 2.868 3.325 3.454
H 3.261 5.781 3.298
H 3.561 6.855 1.104
H 3.467 5.508 -0.988
*
```

Computed properties:
* total energy: -4792.353827 Ha
* energy relative to the best compared isomer or geometry (same formula, charge and spin): 0.2653 eV
* max |F|: 0.884 eV/Å
* <S²>: 3.757
* Kohn-Sham gap (spin up / spin down): 8.6807 / 8.7063 eV